{"formula": "C5H7NO", "method": "ωB97M-V/def2-TZVPD", "species": ["O", "N", "C", "C", "C", "C", "C", "H", "H", "H", "H", "H", "H", "H"], "xyz": [[-2.791283, 0.955027, -0.206158], [0.751195, 0.224851, -0.564553], [1.012242, -1.194213, 0.933688], [-0.513427, 0.819876, -0.993889], [1.061058, 0.318916, 0.900305], [-1.730242, 0.376247, -0.179013], [0.738110, -1.193456, -0.375784], [2.056611, 0.741402, 1.071320], [1.219195, -1.936828, 1.693211], [0.559935, -1.921879, -1.164631], [-0.671372, 0.565900, -2.052854], [-1.552675, -0.549140, 0.414346], [0.314222, 0.881159, 1.478136], [-0.453569, 1.912139, -0.954125]], "atomic_forces_ev_per_a": [[0.6, -0.4, 0.1], [-0.1, 0.0, 0.0], [0.1, 0.0, 0.0], [0.0, 0.1, 0.0], [0.1, 0.1, 0.2], [-0.1, 0.2, -0.4], [-0.1, -0.2, 0.0], [-0.2, 0.0, 0.0], [0.1, 0.1, -0.2], [0.1, 0.1, 0.2], [-0.1, 0.0, 0.2], [-0.3, 0.3, 0.0], [0.1, -0.2, -0.1], [0.0, -0.1, 0.0]], "nbo_charge": [-0.51, -0.41, -0.29, -0.34, -0.25, 0.41, -0.03, 0.21, 0.22, 0.21, 0.23, 0.12, 0.20, 0.23], "orbital_gap_ev": 9.54, "de_lowest_kcal_mol": 63.7, "homo_ev": -8.518}

{"formula": "C5H7NO", "method": "ωB97M-V/def2-TZVPD", "species": ["O", "N", "C", "C", "C", "C", "C", "H", "H", "H", "H", "H", "H", "H"], "xyz": [[-1.461276, -1.153651, -0.970027], [-0.517681, 1.343250, -0.802661], [-1.444808, 0.631551, -0.387753], [0.789107, 0.754746, -0.627670], [-0.712199, -1.110149, 0.102650], [0.727750, -0.637644, -0.077606], [1.279271, 0.472302, 0.771611], [1.386209, -1.404473, -0.475044], [-0.860104, -1.877589, 0.889671], [2.350216, 0.500212, 0.952174], [-1.185493, -0.071891, 0.762234], [0.669644, 0.839316, 1.595557], [1.502320, 1.022357, -1.397714], [-2.522955, 0.691664, -0.335422]], "atomic_forces_ev_per_a": [[0.0, -0.4, -0.2], [-0.4, -0.3, 0.2], [0.1, 0.6, 0.0], [0.2, 0.0, -0.1], [0.2, -0.1, 0.1], [0.0, -0.2, -0.1], [0.0, 0.1, 0.2], [0.0, 0.1, 0.0], [0.0, 0.1, -0.1], [-0.2, 0.0, 0.0], [0.0, 0.2, 0.1], [0.1, 0.0, -0.1], [-0.1, 0.0, 0.1], [0.2, 0.0, 0.1]], "nbo_charge": [-0.67, -0.47, 0.28, -0.06, 0.17, -0.31, -0.43, 0.24, 0.18, 0.23, 0.13, 0.22, 0.22, 0.26], "orbital_gap_ev": 9.36, "de_lowest_kcal_mol": 124.2, "homo_ev": -8.570}

{"formula": "C5H7NO", "method": "ωB97M-V/def2-TZVPD", "species": ["O", "N", "C", "C", "C", "C", "C", "H", "H", "H", "H", "H", "H", "H"], "xyz": [[2.198393, -1.747103, -1.006134], [0.327194, 0.869114, -2.648246], [-0.610370, -0.235928, 0.556850], [0.498489, 0.407953, -1.602648], [1.680469, -1.159190, -0.089295], [0.698068, -0.086399, -0.243747], [-1.563613, 0.952654, 0.496164], [-0.309775, -0.458056, 1.581245], [-1.128010, -1.143409, 0.192133], [-1.910550, 1.137233, -0.525792], [-2.443024, 0.770066, 1.121499], [1.886849, 0.354845, 0.354744], [-1.071097, 1.858819, 0.855646], [1.746983, -1.520597, 0.957575]], "atomic_forces_ev_per_a": [[0.9, 0.2, 0.1], [0.0, -0.5, 0.9], [0.5, 0.1, 0.3], [0.5, 0.6, -0.3], [-1.5, -2.9, -0.9], [2.0, 0.9, 0.9], [0.1, 0.1, 0.0], [-0.2, 0.0, 0.1], [0.4, 0.3, -0.1], [0.1, -0.1, 0.1], [0.2, 0.0, -0.1], [-3.3, 1.1, -1.1], [-0.1, 0.0, 0.0], [0.3, 0.2, 0.0]], "nbo_charge": [-0.53, -0.27, -0.40, 0.26, 0.34, -0.30, -0.61, 0.22, 0.23, 0.22, 0.22, 0.27, 0.21, 0.13], "orbital_gap_ev": 10.19, "de_lowest_kcal_mol": 63.6, "homo_ev": -10.171}

{"formula": "C5H7NO", "method": "ωB97M-V/def2-TZVPD", "species": ["O", "N", "C", "C", "C", "C", "C", "H", "H", "H", "H", "H", "H", "H"], "xyz": [[0.172269, 0.250492, -2.335539], [0.161290, -0.989830, 1.116894], [-1.894266, -0.062939, -0.021406], [1.689055, 0.374478, -0.247811], [0.617756, 0.361454, 0.846091], [0.479642, 0.023756, -1.193190], [-0.423211, -0.296040, -0.019489], [-2.261525, 0.013209, 1.007405], [-2.100520, 0.867228, -0.556342], [0.403358, 1.204090, 1.498295], [2.370222, -0.477659, -0.177399], [0.893064, -1.663624, 0.907605], [2.304056, 1.283562, -0.309508], [-2.411196, -0.888178, -0.515606]], "atomic_forces_ev_per_a": [[0.5, -0.1, 0.7], [0.5, 0.3, 0.1], [-0.1, 0.0, -0.1], [0.0, -0.2, -0.1], [0.2, 0.0, 0.5], [0.0, 0.1, -0.1], [-0.4, 0.3, -0.3], [0.1, 0.0, -0.2], [-0.2, -0.1, 0.0], [0.1, -0.4, 0.1], [0.1, 0.1, 0.2], [-0.2, 0.0, -0.2], [-0.6, -0.2, -0.6], [-0.1, 0.1, 0.0]], "nbo_charge": [-0.52, -0.55, -0.62, -0.53, -0.06, 0.59, -0.02, 0.23, 0.22, 0.22, 0.22, 0.36, 0.24, 0.23], "orbital_gap_ev": 10.38, "de_lowest_kcal_mol": 51.6, "homo_ev": -9.389}

{"formula": "C5H7NO", "method": "ωB97M-V/def2-TZVPD", "species": ["O", "N", "C", "C", "C", "C", "C", "H", "H", "H", "H", "H", "H", "H"], "xyz": [[1.114733, 1.916583, 0.955290], [-0.720337, 1.143199, -0.229250], [-0.785373, -1.244190, 0.205885], [0.573895, -1.342453, 0.242116], [0.723249, 1.041713, 0.236615], [-1.531311, -0.135528, -0.229958], [1.396866, -0.180365, -0.278054], [-1.131248, 1.874480, 0.358630], [1.438188, -0.139860, -1.382817], [2.419704, -0.169609, 0.105006], [1.092025, -2.241955, 0.550813], [-1.375912, -2.111460, 0.500664], [-2.526091, 0.066209, 0.147129], [-0.688390, 1.523230, -1.182068]], "atomic_forces_ev_per_a": [[-0.2, -0.5, -0.4], [0.1, 0.3, 0.0], [0.1, -0.1, 0.0], [-0.1, 0.0, 0.0], [0.1, 0.3, 0.2], [0.0, -0.1, 0.1], [0.1, 0.1, 0.1], [0.0, -0.2, -0.1], [-0.1, 0.0, 0.1], [-0.1, 0.0, -0.1], [-0.1, 0.2, 0.0], [0.1, 0.1, 0.0], [0.1, -0.1, -0.1], [0.0, -0.1, 0.2]], "nbo_charge": [-0.51, -0.59, -0.19, -0.41, 0.74, -0.43, -0.54, 0.43, 0.21, 0.25, 0.22, 0.22, 0.19, 0.42], "orbital_gap_ev": 6.80, "de_lowest_kcal_mol": 71.2, "homo_ev": -6.375}

{"formula": "C5H7NO", "method": "ωB97M-V/def2-TZVPD", "species": ["O", "N", "C", "C", "C", "C", "C", "H", "H", "H", "H", "H", "H", "H"], "xyz": [[0.404596, 1.636785, -1.094386], [-0.220585, 1.209734, 1.065552], [0.567360, -1.352774, -0.184929], [0.596613, 1.052597, -0.043886], [-0.742111, -1.136581, -0.256659], [-1.323928, 0.237031, -0.000597], [1.474073, -0.170652, 0.072905], [-1.658209, 0.674131, -0.973648], [1.945943, -0.256338, 1.056890], [-2.086704, 0.285309, 0.737459], [1.004002, -2.344291, -0.303757], [2.233021, -0.077430, -0.702450], [-1.445430, -1.934861, -0.514811], [-0.567695, 2.180444, 1.070393]], "atomic_forces_ev_per_a": [[1.6, 0.7, 0.0], [-1.6, -1.0, -1.5], [-0.2, 0.1, 0.0], [0.5, 0.1, -1.0], [0.1, 0.2, 0.5], [-0.1, 0.2, 1.3], [0.3, 0.0, -0.1], [0.6, 0.4, 1.1], [0.0, 0.1, -0.2], [-1.0, -0.7, 0.3], [-0.1, 0.2, -0.1], [0.1, -0.2, 0.0], [0.2, 0.3, 0.2], [-0.4, -0.5, -0.4]], "nbo_charge": [-0.62, -0.65, -0.15, 0.66, -0.24, -0.22, -0.54, 0.24, 0.24, 0.22, 0.22, 0.24, 0.23, 0.37], "orbital_gap_ev": 10.64, "de_lowest_kcal_mol": 61.5, "homo_ev": -9.604}

{"formula": "C5H7NO", "method": "ωB97M-V/def2-TZVPD", "species": ["O", "N", "C", "C", "C", "C", "C", "H", "H", "H", "H", "H", "H", "H"], "xyz": [[0.525630, 0.560502, 0.764245], [0.910946, -1.476669, -0.112293], [1.363946, -0.499733, 0.547952], [-0.763650, 0.318217, -0.337515], [0.704800, 1.799702, -0.238978], [-0.407168, -1.123620, -0.581012], [-1.485854, -0.763375, 0.413814], [-1.296424, 0.908924, -1.066311], [-2.515052, -0.939728, 0.111004], [1.578984, 1.511643, -0.840131], [0.983824, 2.613033, 0.441166], [-0.687272, -1.598815, -1.515383], [2.373320, -0.398205, 0.943753], [-1.286030, -0.911876, 1.469686]], "atomic_forces_ev_per_a": [[-0.3, 0.0, -0.2], [0.1, 0.3, 0.2], [0.0, -0.2, -0.1], [-0.2, -0.4, 0.0], [0.4, 0.3, 0.0], [-0.1, -0.1, -0.2], [-0.1, -0.1, 0.1], [0.2, 0.0, 0.2], [0.2, 0.0, 0.0], [-0.1, 0.0, 0.1], [0.0, -0.1, -0.1], [0.0, 0.1, 0.1], [-0.1, 0.0, 0.0], [0.0, 0.0, -0.2]], "nbo_charge": [-0.47, -0.42, 0.37, 0.08, -0.43, -0.13, -0.45, 0.24, 0.23, 0.15, 0.16, 0.23, 0.20, 0.24], "orbital_gap_ev": 8.66, "de_lowest_kcal_mol": 170.0, "homo_ev": -7.613}

{"formula": "C5H7NO", "method": "ωB97M-V/def2-TZVPD", "species": ["O", "N", "C", "C", "C", "C", "C", "H", "H", "H", "H", "H", "H", "H"], "xyz": [[-0.843014, 0.810595, -1.996072], [-0.543015, -0.658335, 1.238773], [-0.018255, -1.362889, -1.079789], [-0.077489, 0.388532, 0.313549], [0.300080, 1.740154, 0.825906], [0.537006, -0.987086, 0.336077], [-0.509448, 0.081941, -1.099726], [-0.734240, -2.190303, -1.046328], [-0.600168, 2.350695, 0.944149], [0.965878, 2.251428, 0.124889], [1.487193, -1.414412, 0.580543], [0.790847, 1.654669, 1.797257], [0.647226, -1.540088, -1.952411], [-1.408091, -1.130714, 0.975600]], "atomic_forces_ev_per_a": [[0.1, -0.2, 0.3], [0.3, -0.4, -0.5], [-0.2, -0.1, 0.2], [0.0, 0.1, -0.1], [0.0, 0.0, 0.0], [0.1, -0.8, -1.2], [-0.6, 0.6, -0.4], [-0.1, 0.2, 0.0], [0.1, -0.1, 0.0], [-0.1, -0.1, 0.1], [0.4, 0.4, 0.9], [0.0, 0.0, -0.1], [0.0, 0.2, 0.8], [0.0, 0.3, -0.1]], "nbo_charge": [-0.52, -0.55, -0.54, -0.01, -0.62, -0.06, 0.58, 0.22, 0.23, 0.23, 0.22, 0.23, 0.24, 0.35], "orbital_gap_ev": 10.43, "de_lowest_kcal_mol": 48.8, "homo_ev": -9.445}

{"formula": "C5H7NO", "method": "ωB97M-V/def2-TZVPD", "species": ["O", "N", "C", "C", "C", "C", "C", "H", "H", "H", "H", "H", "H", "H"], "xyz": [[-1.300422, -0.186846, -2.746174], [0.073394, -0.270397, 2.376982], [0.211517, -0.663939, 1.107387], [1.013182, -1.372138, 2.107029], [-0.144909, -0.405652, -0.178451], [-1.397276, 0.891687, -1.816033], [-0.922508, 0.752135, -0.418454], [-2.462243, 1.152719, -1.789317], [0.715477, -2.336589, 2.509896], [2.086077, -1.174437, 2.099912], [0.173003, -1.149335, -0.914742], [0.291604, 0.655695, 2.721546], [-0.367492, -0.407335, -2.850206], [-0.895695, 1.799253, -2.205990]], "atomic_forces_ev_per_a": [[0.3, -0.1, 0.0], [0.0, 0.1, -0.2], [0.0, 0.1, 0.3], [0.2, -0.3, 0.0], [-0.1, 0.2, 0.0], [-0.1, 0.3, 0.2], [0.1, -0.4, -0.2], [0.1, 0.0, 0.0], [0.0, 0.2, 0.0], [-0.2, 0.0, 0.0], [-0.1, 0.1, 0.1], [0.0, 0.0, -0.1], [-0.1, 0.0, -0.1], [-0.1, -0.1, 0.1]], "nbo_charge": [-0.73, -0.54, 0.38, -0.27, -0.50, -0.23, -0.01, 0.22, 0.21, 0.20, 0.19, 0.41, 0.46, 0.20], "orbital_gap_ev": 7.82, "de_lowest_kcal_mol": 125.9, "homo_ev": -7.939}

Repeat the eighth record exactly.
{"formula": "C5H7NO", "method": "ωB97M-V/def2-TZVPD", "species": ["O", "N", "C", "C", "C", "C", "C", "H", "H", "H", "H", "H", "H", "H"], "xyz": [[-0.843014, 0.810595, -1.996072], [-0.543015, -0.658335, 1.238773], [-0.018255, -1.362889, -1.079789], [-0.077489, 0.388532, 0.313549], [0.300080, 1.740154, 0.825906], [0.537006, -0.987086, 0.336077], [-0.509448, 0.081941, -1.099726], [-0.734240, -2.190303, -1.046328], [-0.600168, 2.350695, 0.944149], [0.965878, 2.251428, 0.124889], [1.487193, -1.414412, 0.580543], [0.790847, 1.654669, 1.797257], [0.647226, -1.540088, -1.952411], [-1.408091, -1.130714, 0.975600]], "atomic_forces_ev_per_a": [[0.1, -0.2, 0.3], [0.3, -0.4, -0.5], [-0.2, -0.1, 0.2], [0.0, 0.1, -0.1], [0.0, 0.0, 0.0], [0.1, -0.8, -1.2], [-0.6, 0.6, -0.4], [-0.1, 0.2, 0.0], [0.1, -0.1, 0.0], [-0.1, -0.1, 0.1], [0.4, 0.4, 0.9], [0.0, 0.0, -0.1], [0.0, 0.2, 0.8], [0.0, 0.3, -0.1]], "nbo_charge": [-0.52, -0.55, -0.54, -0.01, -0.62, -0.06, 0.58, 0.22, 0.23, 0.23, 0.22, 0.23, 0.24, 0.35], "orbital_gap_ev": 10.43, "de_lowest_kcal_mol": 48.8, "homo_ev": -9.445}